{
  "formula": "C4H12NO",
  "method": "ωB97M-V/def2-TZVPD",
  "elements": ["C", "N", "C", "C", "C", "H", "H", "H", "H", "H", "H", "H", "H", "H", "H", "H", "H", "O"],
  "xyz": [[0.2314, -0.8193, 0.8120], [-0.2840, 0.5462, 1.0115], [-1.2882, 0.7820, -0.0850], [-1.4195, -0.4786, -0.8811], [-0.0819, -1.1685, -0.6358], [-0.2211, -1.4599, 1.4408], [1.2892, -0.8278, 0.8985], [-0.8570, 0.7313, 1.8922], [0.4694, 1.2798, 1.0440], [-2.1564, 1.2280, 0.4794], [-0.9831, 1.5911, -0.8444], [-1.7583, -0.2594, -1.9171], [-2.1143, -1.2267, -0.4854], [-0.1596, -2.2310, -0.9152], [0.7512, -0.9758, -1.2375], [3.5045, 1.0289, 0.2056], [2.5434, 1.2396, -0.8629], [2.5344, 1.0199, 0.0806]],
  "forces_ev_per_a": [[1.58, 0.51, -2.42], [-0.60, 2.04, 1.22], [-1.28, 3.11, -0.87], [-0.53, -0.93, -0.34], [-0.73, -1.07, -0.40], [-1.53, -2.04, 2.44], [0.78, 0.08, 0.69], [1.39, -0.92, -1.07], [-0.46, -1.01, -0.39], [0.38, -0.79, -1.15], [0.11, -0.97, 1.60], [0.62, -0.23, 0.64], [-0.44, 0.59, 0.15], [-0.32, 0.02, 1.06], [1.12, 1.52, -1.14], [-0.57, -0.11, 0.65], [-0.55, 0.01, 0.02], [1.01, 0.21, -0.68]],
  "nbo_charge": [-0.233, -0.520, -0.237, -0.438, -0.425, 0.220, 0.260, 0.449, 0.473, 0.231, 0.241, 0.261, 0.229, 0.258, 0.225, 0.499, 0.483, -0.974],
  "e_homo_ev": -15.79,
  "total_energy_ha": -289.337099,
  "homo_lumo_gap_ev": 12.5639,
  "e_above_lowest_kj_mol": 99.1,
  "lumo_energy_ev": -3.229,
  "total_charge": 1
}